# 1
{
  "formula": "C28H26AsF6IrN7O2PS",
  "method": "the ωB97M-V functional and the def2-TZVPD basis",
  "elements": ["Ir", "C", "C", "C", "C", "C", "C", "P", "C", "C", "C", "C", "C", "C", "C", "C", "C", "C", "C", "C", "C", "C", "C", "C", "H", "H", "H", "H", "H", "H", "H", "H", "H", "H", "H", "H", "H", "H", "H", "H", "N", "N", "C", "N", "N", "N", "O", "O", "H", "H", "H", "H", "H", "F", "As", "F", "F", "F", "F", "F", "C", "C", "C", "C", "N", "C", "S", "N", "H", "H", "H", "H", "H"],
  "xyz": [[-0.6791, -0.0165, 0.1854], [-3.9941, -5.2187, 0.1969], [-3.1845, -5.3676, -0.9236], [-2.2256, -4.4130, -1.2204], [-2.0784, -3.3090, -0.3760], [-2.8738, -3.1706, 0.7607], [-3.8400, -4.1250, 1.0383], [-0.7889, -2.1064, -0.6486], [-0.7894, -1.4175, -2.2922], [0.3872, -1.0308, -2.8518], [0.4777, -0.0861, -3.9494], [-0.6053, 0.5257, -4.4305], [-1.9724, 0.1875, -3.9360], [-2.1100, -0.9499, -2.8981], [0.8223, -2.8150, -0.2654], [1.3016, -4.0360, -0.6577], [2.5652, -4.4558, -0.1968], [3.2991, -3.6717, 0.6590], [2.8178, -2.4235, 1.0967], [3.5295, -1.6101, 2.0372], [3.0353, -0.4123, 2.4389], [1.7964, 0.0712, 1.9143], [1.0252, -0.7219, 1.0061], [1.5630, -1.9772, 0.6053], [-4.7499, -5.9624, 0.4145], [-3.2991, -6.2310, -1.5660], [-1.5975, -4.5309, -2.0989], [-2.7220, -2.3192, 1.4125], [-4.4711, -4.0190, 1.9107], [1.3183, -1.4075, -2.4347], [1.4624, 0.1588, -4.3275], [-0.5353, 1.2790, -5.2063], [-2.6715, 0.0499, -4.7614], [-2.9737, -2.6976, -2.6864], [0.7283, -4.6814, -1.3120], [2.9507, -5.4158, -0.5165], [4.2657, -4.0150, 1.0117], [4.4679, -1.9779, 2.4366], [3.5794, 0.1968, 3.1511], [1.4095, 1.0200, 2.2778], [-1.9546, 1.0233, 1.7177], [-3.2336, 1.2347, 1.1757], [-3.4281, 1.0451, -0.1553], [-4.4714, 1.6089, -0.7393], [-2.6256, 0.2066, -0.7566], [-2.8435, 0.0347, -2.0971], [-2.9096, -1.9843, -3.3335], [-2.4898, 1.1466, -2.9815], [-2.0586, 0.6782, 2.6651], [-1.4318, 1.9150, 1.7411], [-3.7832, 1.9562, 1.6138], [-4.9769, 2.3602, -0.3018], [-4.6263, 1.4555, -1.7243], [-0.3336, 2.0396, -0.6170], [-0.5636, 3.8418, -0.2033], [-2.2032, 3.4071, 0.1979], [-0.1804, 3.2789, 1.4192], [-0.7897, 5.4335, 0.3012], [1.0991, 4.0414, -0.5247], [-1.0175, 4.0532, -1.8190], [2.8631, 4.8212, 3.9099], [3.5552, 4.2937, 2.6926], [4.7545, 4.8521, 2.2130], [5.3203, 4.2761, 1.0775], [4.7601, 3.2465, 0.4625], [3.6000, 2.8130, 0.9535], [2.8493, 1.5597, 0.0700], [2.9923, 3.2839, 2.0473], [3.4839, 5.5374, 4.4435], [2.5945, 4.0018, 4.5757], [1.9356, 5.3121, 3.6086], [5.2182, 5.6939, 2.7081], [6.2541, 4.6359, 0.6617]],
  "forces_ev_per_angstrom": [[-1.63, -0.81, -2.05], [0.00, 0.02, 0.01], [0.00, -0.05, -0.07], [0.04, -0.01, -0.03], [-0.05, 0.17, 0.08], [0.02, -0.01, -0.11], [0.01, 0.00, 0.03], [-0.27, -0.69, 1.15], [-0.20, 0.44, 0.68], [0.32, 0.41, 0.00], [0.29, -0.15, -0.04], [-0.31, 0.02, 0.04], [0.00, -0.25, 0.04], [0.01, 0.55, 0.13], [-0.11, 0.11, 0.01], [-0.10, 0.06, -0.10], [0.08, 0.03, 0.01], [0.13, -0.13, -0.04], [-0.21, 0.28, 0.14], [0.04, -0.07, 0.09], [0.31, -0.23, 0.13], [0.98, 0.90, -1.13], [0.28, 1.45, 0.02], [0.24, 0.07, 0.31], [0.03, 0.01, 0.00], [-0.02, 0.04, 0.00], [-0.04, 0.00, 0.02], [-0.09, 0.01, 0.02], [0.02, -0.01, -0.01], [-0.04, 0.05, 0.00], [-0.04, -0.06, 0.02], [0.07, -0.02, 0.03], [-0.01, -0.08, -0.02], [-0.03, 0.00, 0.12], [0.02, -0.01, 0.05], [-0.01, 0.03, 0.03], [-0.08, 0.01, 0.00], [-0.03, 0.03, -0.07], [-0.05, -0.02, -0.04], [-0.16, -0.15, 0.16], [1.23, -0.64, -0.89], [-0.59, -0.39, 0.22], [-0.69, -0.12, -0.17], [-0.13, 0.17, 0.07], [2.06, 0.40, -0.27], [-1.92, -0.07, -0.11], [0.32, -0.06, -0.26], [0.72, -0.02, 0.32], [0.08, -0.30, 0.03], [0.04, 0.08, 0.03], [0.17, 0.20, 0.18], [-0.02, 0.02, 0.02], [0.08, -0.07, 0.00], [0.01, 0.13, 0.17], [0.28, -0.42, 0.23], [-0.27, 0.07, -0.05], [0.05, -0.01, 0.27], [-0.03, 0.19, 0.00], [0.05, 0.10, -0.11], [0.03, 0.15, -0.22], [-0.01, -0.03, -0.08], [0.58, 0.34, 0.02], [-0.21, -0.36, -0.31], [-0.18, 0.62, 0.34], [-0.37, -1.03, -0.31], [0.86, 1.33, 1.58], [-1.03, -1.63, 0.05], [-0.55, -0.54, -0.39], [-0.03, -0.02, 0.00], [0.03, 0.00, 0.00], [0.02, 0.01, 0.00], [0.04, -0.06, 0.01], [-0.03, 0.03, 0.02]],
  "mulliken_charge": [2.261, -0.684, -0.874, -0.507, 1.136, -0.533, -0.715, 0.818, -0.435, 0.098, -0.720, -0.816, -0.156, 0.101, 0.782, -0.538, -1.015, -0.838, 0.582, -0.913, -0.571, -1.265, -0.194, 0.926, 0.426, 0.453, 0.483, 0.301, 0.461, 0.542, 0.474, 0.513, 0.519, 0.342, 0.446, 0.465, 0.457, 0.440, 0.533, 0.595, -0.508, -0.258, 0.282, -0.306, 0.242, -0.334, -0.603, -0.361, 0.321, 0.161, 0.288, 0.238, 0.250, -0.738, 1.970, -0.476, -0.632, -0.437, -0.456, -0.427, -1.208, 0.774, -0.570, -0.318, -0.551, 0.400, 0.095, -0.047, 0.416, 0.292, 0.261, 0.422, 0.440],
  "charge": 2,
  "lumo_energy_ev": [-8.61, -8.60]
}

---

# 2
{
  "formula": "CH12N2O4",
  "method": "the ωB97M-V functional and the def2-TZVPD basis",
  "elements": ["N", "C", "N", "H", "H", "H", "H", "H", "H", "O", "H", "H", "O", "H", "H", "O", "H", "H", "O"],
  "xyz": [[1.1165, -1.8106, -0.5040], [0.0652, -1.2836, 0.1339], [0.4659, -0.3504, 0.9744], [1.0290, -2.6236, -1.1286], [-0.7463, -0.8236, -0.6087], [-0.4962, -2.0563, 0.6747], [-0.3462, 0.2371, 1.1404], [-2.1151, 1.9602, 1.4233], [1.7347, -1.0330, -0.7710], [-2.0975, -0.5916, -0.1904], [1.1158, 1.5919, -1.0039], [-0.2618, 2.1266, -0.4937], [0.2024, 1.8568, -1.2892], [1.4109, 0.1709, 0.5897], [2.9527, 0.9165, 0.3684], [2.2820, 0.5919, -0.2496], [-3.0329, -0.5860, -0.4132], [-1.8388, 0.3585, 0.1845], [-1.4403, 1.3483, 1.1628]],
  "forces_ev_per_angstrom": [[0.66, -1.35, -2.83], [4.08, -2.95, 2.67], [-2.14, 0.38, -0.06], [-0.04, 0.81, 0.55], [-2.51, 0.40, -0.51], [-1.23, 0.24, -0.44], [-0.79, 1.39, 1.90], [-0.34, 0.37, 0.20], [0.97, -0.43, -0.14], [0.10, -0.09, -0.38], [-0.73, 0.31, -0.09], [-0.19, -0.01, 0.44], [0.56, -0.32, -0.48], [1.77, 0.91, -0.71], [-0.02, -0.01, -0.34], [0.18, -0.13, 0.65], [-0.02, 0.01, -0.73], [-0.57, 1.17, 1.34], [0.27, -0.70, -1.04]],
  "mulliken_charge": [-0.283, -0.141, -0.291, 0.267, 0.409, 0.365, 0.265, 0.166, 0.345, -0.604, 0.424, 0.316, -0.739, 0.475, 0.246, -0.949, 0.315, 0.351, -0.936],
  "relative_energy_kj_mol": 714.91,
  "charge": 0,
  "lumo_energy_ev": -3.37
}

---

# 3
{
  "formula": "C17H42BrN19O13",
  "method": "the ωB97M-V functional and the def2-TZVPD basis",
  "elements": ["N", "C", "O", "C", "O", "C", "N", "C", "Br", "C", "N", "C", "O", "C", "O", "C", "C", "O", "H", "H", "H", "H", "H", "H", "H", "H", "H", "H", "C", "O", "N", "N", "H", "H", "H", "H", "C", "O", "N", "N", "H", "H", "H", "H", "C", "O", "N", "N", "H", "H", "H", "H", "C", "O", "N", "N", "H", "H", "H", "H", "C", "O", "N", "N", "H", "H", "H", "H", "C", "O", "N", "N", "H", "H", "H", "H", "C", "O", "N", "N", "H", "H", "H", "H", "C", "O", "N", "N", "H", "H", "H", "H"],
  "xyz": [[-1.5032, -1.9923, 0.1514], [-0.5656, -2.0687, -0.4797], [0.6292, -2.3393, -1.0283], [0.4950, -3.3081, -2.0825], [-0.8248, -3.7816, -2.1284], [0.8445, -2.5824, -3.4173], [1.1902, -1.9832, -4.3023], [1.4844, -4.5196, -1.9447], [3.3498, -3.9622, -1.6501], [1.3912, -5.3276, -3.2468], [1.1418, -5.9136, -4.1746], [1.0422, -5.5333, -0.7891], [1.6479, -5.2314, 0.4504], [0.7719, -4.5450, 1.3394], [1.1351, -3.1986, 1.5200], [2.5106, -3.0613, 1.9008], [2.7955, -1.5183, 1.9355], [2.6428, -0.9881, 3.2559], [-1.2461, -3.4081, -2.9244], [1.4478, -6.5272, -1.1056], [-0.0623, -5.6486, -0.7635], [0.7919, -5.0992, 2.3168], [-0.2961, -4.5421, 1.0159], [2.7353, -3.4444, 2.9254], [3.2391, -3.4774, 1.1836], [2.0351, -1.0395, 1.2575], [3.7961, -1.2886, 1.4881], [3.1073, -0.1367, 3.2547], [-2.0513, 1.9658, -0.8070], [-1.8602, 1.3226, -1.8277], [-2.2547, 1.3743, 0.4058], [-2.0780, 3.3259, -0.7865], [-2.4134, 1.8878, 1.2615], [-2.2429, 0.3682, 0.4313], [-1.9314, 3.8087, -1.6646], [-2.2350, 3.8638, 0.0460], [0.4092, -1.7097, 5.8459], [1.2341, -2.6037, 5.8890], [-0.0836, -1.2162, 4.6748], [-0.0959, -1.1221, 6.9719], [-0.7658, -0.4822, 4.6241], [0.2615, -1.6204, 3.8199], [0.2428, -1.4591, 7.8550], [-0.7759, -0.3856, 6.9599], [1.1808, 0.3713, -7.6178], [0.8096, -0.7342, -7.9705], [1.6154, 0.6341, -6.3539], [1.1924, 1.4447, -8.4629], [1.9237, 1.5375, -6.0482], [1.6212, -0.1308, -5.6998], [0.8784, 1.2897, -9.4037], [1.4928, 2.3625, -8.1946], [5.8459, -5.3562, 2.0555], [4.9748, -4.5124, 1.9193], [5.5674, -6.6473, 2.3854], [7.1694, -5.0780, 1.8892], [6.2662, -7.3565, 2.5025], [4.6009, -6.8881, 2.5160], [7.4119, -4.1345, 1.6454], [7.8999, -5.7562, 1.9964], [-1.0519, 2.7629, 3.1666], [-2.0193, 3.2018, 2.5587], [-0.4852, 1.5659, 2.8647], [-0.4635, 3.4366, 4.1936], [0.3105, 1.1820, 3.3437], [-0.8959, 1.0440, 2.1093], [-0.8573, 4.3262, 4.4435], [0.3293, 3.0943, 4.7034], [-5.8314, -3.5229, -0.4017], [-6.9277, -3.1474, -0.0252], [-4.6818, -2.8596, -0.0976], [-5.6618, -4.6445, -1.1628], [-3.7706, -3.1521, -0.3974], [-4.7660, -2.0291, 0.4606], [-6.4876, -5.1605, -1.4076], [-4.7704, -4.9716, -1.4834], [-1.5329, 6.5302, -2.5953], [-1.9460, 5.4427, -2.9775], [-1.0842, 6.7390, -1.3236], [-1.4851, 7.6189, -3.4013], [-0.7442, 7.6234, -0.9939], [-1.1004, 5.9553, -0.6960], [-1.8075, 7.5028, -4.3451], [-1.1524, 8.5175, -3.1051], [-2.4246, 9.9769, -0.3620], [-2.1313, 9.5917, -1.4841], [-2.2783, 11.2720, 0.0307], [-2.9228, 9.1393, 0.5869], [-2.5135, 11.6074, 0.9458], [-1.9129, 11.9177, -0.6464], [-3.0446, 8.1747, 0.3282], [-3.1714, 9.4305, 1.5135]],
  "forces_ev_per_angstrom": [[-1.92, 0.67, 0.99], [3.70, -0.93, -1.01], [-1.75, 0.02, 0.12], [-0.03, 0.41, -2.38], [0.90, 0.14, -0.64], [-1.02, -1.99, 4.21], [0.84, 1.61, -2.51], [-0.35, -1.26, -0.18], [-0.85, -0.08, -0.31], [0.35, 2.92, 4.02], [-0.44, -1.66, -2.46], [1.19, -0.68, -0.61], [-1.72, 0.07, -0.42], [-0.41, 0.06, 1.39], [0.36, -1.06, 0.01], [1.03, 2.04, 0.55], [-0.58, -0.40, -1.02], [0.46, 0.31, -0.45], [-0.03, -0.19, 0.41], [-0.26, 0.81, 0.22], [0.63, 0.41, 0.08], [0.32, 0.47, -0.69], [0.81, 0.02, -0.15], [-0.41, -0.07, -0.74], [-0.91, -0.18, 0.35], [0.60, -0.36, 0.41], [-0.59, -0.30, 0.63], [-0.21, -0.36, 0.18], [0.00, 0.14, -0.03], [0.09, -0.11, 0.01], [0.01, -0.75, 0.43], [0.22, 0.26, -0.39], [-0.21, 0.31, -0.30], [-0.17, -0.01, -0.23], [-0.17, 0.09, 0.00], [-0.09, -0.24, 0.15], [0.13, -0.16, -0.17], [-0.08, -0.01, 0.08], [-0.12, 0.07, -0.30], [0.00, 0.14, 0.41], [-0.07, -0.10, 0.04], [0.07, 0.03, 0.07], [-0.03, 0.01, -0.08], [0.00, -0.06, -0.04], [-0.02, -0.13, 0.13], [0.00, 0.05, -0.07], [0.15, -0.13, 0.28], [-0.03, 0.19, -0.38], [-0.07, 0.00, -0.05], [-0.06, 0.00, -0.04], [0.01, 0.00, 0.08], [-0.03, -0.05, 0.04], [-0.02, 0.02, 0.00], [0.28, -0.11, 0.00], [-0.25, -0.24, 0.06], [0.25, 0.23, -0.09], [0.00, 0.05, -0.01], [0.07, 0.03, -0.01], [-0.02, -0.07, 0.03], [-0.05, 0.00, 0.01], [0.39, -0.21, 0.09], [-0.15, 0.29, 0.15], [-0.02, -0.30, 0.13], [-0.12, 0.35, 0.15], [0.01, 0.04, 0.00], [0.24, 0.03, -0.15], [0.03, -0.07, 0.00], [-0.02, -0.04, -0.06], [-0.04, 0.20, 0.11], [0.00, -0.08, -0.03], [0.08, 0.10, 0.11], [-0.12, -0.35, -0.20], [0.02, 0.10, 0.06], [0.06, -0.04, -0.08], [0.06, 0.05, 0.02], [-0.02, 0.05, 0.03], [-0.06, 0.17, -0.23], [0.03, -0.05, 0.15], [0.06, -0.25, 0.52], [0.18, -0.10, -0.54], [-0.12, 0.07, -0.15], [0.13, 0.01, -0.09], [0.02, -0.05, 0.09], [-0.25, -0.01, 0.19], [-0.09, 0.05, 0.08], [0.16, 0.20, 0.12], [0.13, 0.30, -0.11], [-0.02, -0.38, 0.07], [-0.02, -0.04, -0.03], [-0.04, -0.04, 0.05], [-0.03, 0.07, -0.02], [0.00, 0.03, -0.05]],
  "mulliken_charge": [-0.603, 0.591, -0.235, 0.809, -0.553, -0.103, -0.334, 0.546, 0.060, -0.057, -0.416, -0.883, -0.334, -0.637, -0.075, 0.054, -0.474, -0.490, 0.401, 0.435, 0.394, 0.358, 0.349, 0.230, 0.171, 0.144, 0.338, 0.278, 0.450, -0.686, -0.376, -0.189, 0.417, 0.100, 0.174, 0.184, 0.627, -0.627, -0.268, -0.399, 0.234, 0.040, 0.233, 0.153, 0.576, -0.639, -0.317, -0.381, 0.160, 0.290, 0.220, 0.160, 0.539, -0.544, -0.371, -0.416, 0.158, 0.218, 0.217, 0.154, 0.710, -0.761, -0.111, -0.405, 0.184, 0.024, 0.228, 0.162, 0.595, -0.650, -0.227, -0.329, 0.125, 0.135, 0.196, 0.139, 0.637, -0.736, -0.317, -0.373, 0.205, 0.151, 0.220, 0.198, 0.596, -0.663, -0.416, -0.357, 0.156, 0.222, 0.241, 0.164],
  "smiles": "N#CO[C@@](O)(C#N)[C@](Br)(C#N)COCOCCO.NC(N)=O.NC(N)=O.NC(N)=O.NC(N)=O.NC(N)=O.NC(N)=O.NC(N)=O.NC(N)=O",
  "charge": 0,
  "lumo_energy_ev": 0.01
}

---

# 4
{
  "formula": "C13H11O2",
  "method": "the ωB97M-V functional and the def2-TZVPD basis",
  "elements": ["C", "C", "C", "C", "C", "C", "C", "C", "C", "C", "C", "C", "C", "O", "O", "H", "H", "H", "H", "H", "H", "H", "H", "H", "H", "H"],
  "xyz": [[-3.3867, 0.8519, -0.3773], [-3.3612, -0.4846, -0.8476], [-2.2213, 1.4805, 0.0236], [-2.1493, -1.1229, -0.9579], [-0.9776, 0.8320, 0.0444], [-0.9768, -0.4554, -0.5356], [0.3482, 1.3371, 0.3670], [0.8500, 2.4471, 0.8959], [2.6381, 0.4398, -0.6353], [0.3792, -1.0204, -0.5856], [1.0400, -1.0852, 0.7931], [1.2272, 0.1820, -0.0102], [2.3049, -1.8898, 0.8303], [3.0345, -0.4567, -1.3965], [3.1649, 1.5107, -0.2806], [-4.3594, 1.5039, -0.2599], [-4.3740, -0.8517, -1.1524], [-2.1196, 2.4334, 0.3956], [-2.2750, -2.1815, -1.4105], [1.8788, 2.5549, 0.8658], [0.1164, 3.0924, 1.3146], [0.6798, -1.6029, -1.3027], [0.4858, -1.1238, 1.6376], [3.0840, -1.6267, 0.1523], [2.0844, -2.9158, 0.7155], [2.8849, -1.8483, 1.7163]],
  "forces_ev_per_angstrom": [[-1.49, 1.30, 0.45], [-1.73, 2.08, 0.18], [1.12, -1.83, 0.18], [-0.61, -1.37, -0.64], [-2.62, -0.64, -1.15], [-0.02, -1.09, 0.08], [1.02, -1.81, -0.57], [-2.76, -0.81, -0.16], [-1.00, 0.19, 0.35], [-1.25, 4.62, 5.24], [2.93, 0.36, -3.51], [0.64, -0.65, -0.94], [0.17, -0.61, 0.64], [0.52, 0.30, -0.66], [0.62, -0.05, -0.21], [1.79, -1.71, -0.50], [1.31, -0.29, 0.17], [-0.79, 2.42, 0.67], [1.20, 1.76, 0.87], [1.76, 0.48, 0.32], [-0.13, 1.16, 0.26], [1.86, -3.01, -3.91], [-2.01, 0.19, 2.44], [-0.23, 0.12, -1.09], [-0.25, -1.48, -0.32], [-0.06, 0.36, 1.77]],
  "mulliken_charge": [-0.544, -0.258, -0.528, -0.660, 0.506, 0.819, -0.083, -1.502, 0.435, -1.559, -0.177, 1.317, -1.722, -0.741, -0.770, 0.190, 0.292, 0.412, 0.223, 0.523, 0.313, 0.764, 0.611, 0.369, 0.336, 0.436],
  "relative_energy_kj_mol": 0.00,
  "smiles": "C=C1c2ccccc2[C@@H]2[C@@H](C)[C@]12C(=O)[O-]",
  "charge": -1,
  "lumo_energy_ev": 3.31
}